<P>
A cluster of 2 separate species, C4H8O2S in total, computed with ωB97M-V/def2-TZVPD.

Gap between HOMO and LUMO ... 8.7814 eV
HOMO ... -7.99 eV

Cartesian coordinates (Å):
C -0.097 -1.721 3.507
C -0.522 0.080 -0.153
C -2.082 1.826 -0.499
C 1.596 -1.006 -1.476
O 0.490 -2.505 2.818
O -1.533 0.797 0.274
S 0.195 0.157 -1.738
H 0.451 -0.860 3.932
H -1.144 -1.710 3.572
H -3.031 2.103 -0.030
H -2.145 1.554 -1.549
H -1.364 2.687 -0.561
H 2.420 -0.495 -1.821
H 1.497 -2.012 -2.069
H 1.506 -1.440 -0.445

---

<Q>
An isolated molecule of C4H8O2S, computed with ωB97M-V/def2-TZVPD.

SMILES string ... CC(=S)[C@H](O)CO
Gap between HOMO and LUMO ... 8.4983 eV
HOMO ... -8.76 eV

Cartesian coordinates (Å):
C 0.964 1.131 1.056
C 1.054 0.178 -0.109
C -0.262 0.045 -0.948
C -0.992 -1.217 -0.443
H 1.025 2.186 0.806
H 1.785 0.888 1.806
H -0.120 1.007 1.419
H 0.144 -0.104 -1.944
H -0.695 1.948 -1.003
H -1.826 -1.349 -1.188
H -0.155 -2.001 -0.575
H -0.822 -1.891 1.452
O -1.182 1.042 -0.897
O -1.341 -1.148 0.972
S 2.424 -0.716 -0.405

---

The calculated energies rank the structures as follows, beginning with the most stable: <Q>, <P>.

---

<P>
A structure of composition C3H2NOS2, computed with ωB97M-V/def2-TZVPD.

Gap between HOMO and LUMO ... 5.6460 eV
Charge ... -1
HOMO ... -2.19 eV

Cartesian coordinates (Å):
C 0.819 -0.084 -1.141
C -1.726 -0.161 -0.517
C 0.822 0.188 1.209
N 1.336 0.092 -0.049
O 0.895 -0.225 -2.315
S -2.700 -0.353 -1.775
S -1.473 0.033 1.039
H 1.065 -0.648 1.862
H 0.961 1.157 1.686

---

<Q>
A structure of composition C3H2NOS2, computed with ωB97M-V/def2-TZVPD.

Gap between HOMO and LUMO ... 6.2517 eV
Charge ... -1
HOMO ... -2.59 eV

Cartesian coordinates (Å):
C 0.611 -0.849 0.536
C -0.963 0.427 1.748
C -0.055 -0.293 -0.765
N -0.112 -0.466 1.620
O 1.599 -1.512 0.497
S -0.003 2.607 -0.570
S -1.053 1.215 -0.397
H 0.729 -0.021 -1.547
H -0.752 -1.107 -1.122

---

The calculated energies rank the structures as follows, beginning with the most stable: <P>, <Q>.

---

<P>
A cluster of 2 separate species, C5H17N3O in total, computed with ωB97M-V/def2-TZVPD.

SMILES string ... C[C@@H](N)N(C)O.CNC
Gap between HOMO and LUMO ... 9.1565 eV
HOMO ... -8.32 eV

Cartesian coordinates (Å):
C -1.078 -0.262 -2.045
C 0.181 -1.953 -0.771
C -1.818 0.494 -0.938
N 0.227 -0.815 -1.658
N -0.924 0.618 -3.182
O 1.064 0.191 -1.126
H 0.807 0.368 -0.192
H -1.676 -1.123 -2.369
H -0.448 0.123 -3.930
H -0.322 1.393 -2.912
H 1.199 -2.316 -0.636
H -0.246 -1.716 0.215
H -0.415 -2.731 -1.235
H -2.746 0.879 -1.350
H -1.215 1.331 -0.592
H -2.045 -0.161 -0.100
C -0.028 -0.046 2.660
C 2.041 0.983 1.963
N 0.622 0.821 1.696
H 0.174 1.734 1.719
H 2.476 1.634 1.215
H 0.097 0.288 3.695
H 0.395 -1.047 2.574
H -1.093 -0.097 2.442
H 2.253 1.406 2.961
H 2.518 0.003 1.893

---

<Q>
A cluster of 3 separate species, C5H17N3O in total, computed with ωB97M-V/def2-TZVPD.

SMILES string ... CC(N)=O.CCN.CN
Gap between HOMO and LUMO ... 9.6936 eV
HOMO ... -8.74 eV

Cartesian coordinates (Å):
C -1.838 0.328 -1.209
C -1.678 -1.046 -1.817
N -3.043 0.511 -0.568
N -0.704 -0.309 0.927
O -1.157 1.289 -1.548
H 0.730 1.036 -1.193
H -1.261 -0.384 1.776
H -0.325 0.630 0.908
H -3.566 -0.293 -0.275
H -3.195 1.421 -0.163
H -2.489 -1.230 -2.525
H -0.728 -1.105 -2.335
H -1.707 -1.801 -1.030
C 0.449 -1.292 1.005
C 2.292 1.905 -0.201
C 1.321 -1.095 2.237
N 1.705 0.817 -0.964
H 2.199 0.703 -1.840
H 1.045 -1.236 0.093
H -0.026 -2.277 1.037
H 2.268 2.882 -0.714
H 3.339 1.675 0.029
H 1.748 2.017 0.732
H 1.780 -0.110 2.232
H 2.108 -1.845 2.257
H 0.733 -1.190 3.151

---

The calculated energies rank the structures as follows, beginning with the most stable: <Q>, <P>.

---

<P>
A cluster of 2 separate species, C4H4F3N in total, computed with ωB97M-V/def2-TZVPD.

Gap between HOMO and LUMO ... 9.6151 eV
HOMO ... -9.46 eV

Cartesian coordinates (Å):
C -0.041 -0.536 0.062
C 0.854 0.419 -0.011
C -2.325 -0.087 -0.086
C 2.332 0.296 0.194
N -2.986 -0.947 -0.619
F 0.150 -1.811 0.352
F 0.440 1.667 -0.324
F -2.520 1.090 0.459
H 2.853 0.344 -0.761
H 2.673 1.123 0.815
H 2.562 -0.646 0.681
H -3.990 -0.912 -0.763

---

<Q>
A cluster of 2 separate species, C4H4F3N in total, computed with ωB97M-V/def2-TZVPD.

Gap between HOMO and LUMO ... 9.3765 eV
HOMO ... -8.98 eV

Cartesian coordinates (Å):
C 0.362 -0.152 -1.844
C 0.300 -0.339 -0.481
C 0.366 -1.327 0.621
C -0.725 1.410 0.486
N 1.411 0.208 -1.240
F -0.533 1.198 1.816
F -0.133 2.537 0.108
F -2.100 1.413 0.249
H -0.353 -0.156 -2.610
H -0.064 -2.366 0.435
H 0.056 -0.933 1.631
H 1.413 -1.493 0.828

---

The calculated energies rank the structures as follows, beginning with the most stable: <P>, <Q>.